(1)
Formula: C12H27CoI2OP2Si
Source: the OMol25 dataset
Level of theory: ωB97M-V/def2-TZVPD

XYZ file:
```
46
Properties=species:S:1:pos:R:3
I -3.99917 1.68185 -5.88144
I -4.83775 -0.89598 -5.34099
Co -0.91436 0.08527 -1.16362
P 0.70934 -0.70493 -2.32630
C 0.41442 -0.88781 -4.11273
C 2.21010 0.31596 -2.20462
H 3.04678 -0.18537 -2.70500
H 2.11958 -2.67802 -2.31789
H 2.42421 0.46566 -1.14202
H 1.42434 -2.31399 -0.69734
H 0.17022 0.09512 -4.53046
H 2.00451 1.28170 -2.67888
C 1.22295 -2.36139 -1.77227
H 1.30814 -1.29577 -4.59993
H 0.39603 -3.05453 -1.96092
H -0.43913 -1.55832 -4.26168
P -2.37371 0.84552 0.21727
C -3.98442 1.32150 -0.48325
C -2.77673 -0.34735 1.53228
H -0.81256 2.09515 1.52629
H -2.50645 2.60944 1.87484
H -1.68604 3.13775 0.36234
C -1.79014 2.32904 1.09366
H -1.84016 -0.66836 1.99931
H -3.43576 0.12021 2.27332
H -4.64322 1.69241 0.31110
H -4.42957 0.44571 -0.96831
H -3.27122 -1.20854 1.07007
H -3.82280 2.10043 -1.23660
C -1.97752 0.21281 -2.52885
O -2.68753 0.30623 -3.44445
C 3.37352 -1.58556 2.49689
Si 2.13925 -0.18210 2.71199
C 1.18057 -0.49355 4.30048
C 3.10382 1.41960 2.91502
C 0.99732 -0.06946 1.25501
C 0.21950 -0.01705 0.27482
H 4.05221 -1.64518 3.36004
H 3.98644 -1.44334 1.59737
H 2.86097 -2.55207 2.40552
H 1.86096 -0.55380 5.16232
H 0.46115 0.31201 4.49692
H 0.62257 -1.43742 4.24691
H 3.70635 1.63373 2.02281
H 2.42856 2.27016 3.07454
H 3.78443 1.36263 3.77644
```

Results
orbital gap (spin up / spin down)	7.2 / 2.4	eV
spin multiplicity	5
⟨S²⟩	6.025
charge	+2
energy relative to the best compared isomer or geometry (same formula, charge and spin)	106.3	kJ/mol

(2)
Formula: C12H27F3GaO7
Source: the OMol25 dataset
Level of theory: ωB97M-V/def2-TZVPD

XYZ file:
```
50
Properties=species:S:1:pos:R:3
C -1.09760 5.49796 -1.95519
Ga -1.42047 4.93788 -0.02574
O -3.14519 4.21580 0.13140
C -0.11726 3.56940 0.75801
C 1.31317 3.76769 0.38687
O 2.19242 3.42682 1.07548
O 1.62307 4.33816 -0.83751
C -1.17757 6.66250 1.12997
F -1.62931 7.81131 0.63735
F -1.73834 6.53273 2.33351
F 0.13190 6.87761 1.38787
H -1.19503 4.69235 -2.67682
H -1.82137 6.27351 -2.20981
H -0.12551 5.97316 -2.06586
H -3.78576 4.86409 -0.17930
H -0.40497 2.54375 0.56980
H -0.12223 3.70216 1.83408
H 1.47667 5.28893 -0.72227
C 1.95238 -1.61566 3.94470
O 1.21534 -2.39229 3.01720
C -0.11366 -1.92031 2.83303
C -0.25202 -1.11302 1.55969
O 0.47947 0.09626 1.62835
C 1.71560 0.04856 0.93226
H 3.00252 -1.88959 3.84853
H 1.84923 -0.54633 3.74908
H 1.62401 -1.83360 4.96785
H -0.43838 -1.33107 3.69592
H -0.75935 -2.80313 2.76419
H -1.30626 -0.84402 1.42884
H 0.05305 -1.70553 0.69011
H 1.54037 0.10195 -0.14768
H 2.27717 -0.85999 1.16716
H 2.30181 0.91501 1.23231
C -1.56715 -3.14522 -1.98021
O -0.22913 -3.31941 -1.54478
C -0.01392 -4.56614 -0.90140
C 0.66108 -5.55981 -1.82227
O -0.17927 -5.92955 -2.90735
C 0.14421 -5.25773 -4.11216
H -1.58902 -2.29109 -2.65513
H -1.93791 -4.02492 -2.51177
H -2.21886 -2.93307 -1.12573
H -0.95501 -4.97309 -0.51858
H 0.64418 -4.37742 -0.04644
H 0.87660 -6.47249 -1.25724
H 1.61108 -5.15826 -2.18737
H 1.05759 -5.67848 -4.54735
H 0.27566 -4.18500 -3.95553
H -0.67803 -5.41133 -4.81004
```

Results
orbital gap	7.6	eV
charge	-1

(3)
Formula: C12H27LuN5O7
Source: the OMol25 dataset
Level of theory: ωB97M-V/def2-TZVPD

XYZ file:
```
52
Properties=species:S:1:pos:R:3
O -1.18317 -0.28493 -3.72562
H -1.62647 -0.54285 -4.55063
Lu -0.52544 0.09639 -1.19721
N -1.46899 -1.18413 1.02134
N -2.75052 -0.03853 -0.70436
N 1.33387 -1.15928 -0.16813
N 1.33033 -0.00040 -2.50203
O -0.80162 -1.75458 1.99940
O 1.45919 -1.66568 1.09225
O 1.35208 0.36857 -3.85321
O -2.52967 1.13602 -1.29722
C -3.40573 -0.05738 0.50001
C -2.66192 -0.72316 1.48845
C 2.53785 -1.07669 -0.77903
C 2.52014 -0.42151 -2.04937
C -2.93372 -0.71080 2.93362
H -2.12224 -0.19869 3.46052
H -3.06667 -1.71330 3.34091
H -3.84820 -0.15706 3.10721
C -4.55633 0.83787 0.71658
H -5.19561 0.79876 -0.17104
H -4.23991 1.89211 0.79950
H -5.15309 0.55032 1.59056
C 3.81026 -1.36424 -0.05711
C 3.76328 -0.12844 -2.80544
H 3.59825 -1.95964 0.83927
H 4.27719 -0.40338 0.21576
H 4.52799 -1.86305 -0.72127
H 3.55571 0.61464 -3.58433
H 4.11558 -1.04691 -3.30714
H 4.52815 0.24128 -2.09531
H 0.47104 -1.69571 1.50737
H 0.37531 0.31744 -4.07154
C -1.29453 -1.55104 -2.78896
H -2.15769 -1.36613 -2.09642
H -0.24338 -1.64656 -2.34246
H -1.56665 -2.49624 -3.30801
O -0.73199 -4.61227 0.04290
H 0.17868 -4.29250 -0.18388
H -1.17116 -3.72725 0.23849
C 0.97098 3.80564 1.09641
N 0.90664 2.62211 1.93984
C 1.38733 2.64555 3.31222
C 0.41079 1.53209 1.38530
O 0.01812 1.59748 0.17411
H 1.31069 4.63838 1.71294
H -0.01845 3.99877 0.66215
H 1.65492 3.62610 0.25508
H 0.59317 2.28825 3.98556
H 2.24114 1.95858 3.42722
H 1.67322 3.67732 3.54727
H 0.35126 0.59871 1.96747
```

Results
orbital gap (spin up / spin down)	5.8 / 5.5	eV
charge	+1
energy relative to the best compared isomer or geometry (same formula, charge and spin)	158.5	kJ/mol

(4)
Formula: C12H27N4O6S2
Source: the OMol25 dataset
Level of theory: ωB97M-V/def2-TZVPD

XYZ file:
```
51
Properties=species:S:1:pos:R:3
N 1.45205 3.54569 1.49707
C 0.43453 4.29479 0.69321
C -0.94689 4.01156 1.27072
C -2.14292 4.69537 0.53457
N -3.27731 3.72852 0.43172
N -1.83360 5.17318 -0.77422
N -2.57566 5.84057 1.32624
C 0.79655 5.79627 0.71529
O 0.95148 6.34123 1.82793
O 0.89696 6.33914 -0.43020
H 1.77867 2.76076 0.95351
H 0.99457 3.14188 2.30011
H 0.53245 3.93121 -0.32476
H -1.12618 2.93342 1.27832
H -0.91864 4.31313 2.31577
H -3.40023 3.34154 1.36162
H -2.94086 2.93808 -0.10921
H -1.43375 6.09651 -0.73799
H -1.24012 4.54665 -1.28575
H -3.36644 6.24116 0.82800
H -2.98415 5.46502 2.17429
C -1.92569 -2.55605 1.41943
C -1.14169 -2.41209 0.10768
C -1.03174 -0.91142 -0.19709
S -1.07976 -0.07248 1.39009
O -2.28451 0.71483 1.46111
O 0.21114 0.48764 1.68285
C -1.31526 -1.54394 2.38385
H -1.86761 -3.56942 1.81588
H -2.97895 -2.32000 1.25034
H -0.15202 -2.83258 0.23415
H -1.61938 -2.94368 -0.70928
H -0.09969 -0.66208 -0.69776
H -1.87380 -0.55328 -0.78607
H -1.95152 -1.30750 3.23347
H -0.33293 -1.86627 2.72768
C 3.41404 -5.38039 -3.00464
C 3.75001 -5.29896 -1.50977
C 2.86771 -4.20201 -0.90061
S 1.38070 -4.13651 -1.90942
O 1.32603 -2.85943 -2.57064
O 0.26629 -4.64180 -1.14799
C 1.89080 -5.38268 -3.08928
H 3.83961 -6.26937 -3.46751
H 3.81389 -4.50642 -3.52270
H 3.52839 -6.25670 -1.03468
H 4.80496 -5.08792 -1.34350
H 2.58548 -4.42174 0.12562
H 3.34242 -3.22423 -0.95295
H 1.50713 -5.12434 -4.07331
H 1.47547 -6.33487 -2.76121
```

Results
orbital gap	5.0	eV
charge	-1

(5)
Formula: C12H28AgClN4O4
Source: the OMol25 dataset
Level of theory: ωB97M-V/def2-TZVPD

XYZ file:
```
50
Properties=species:S:1:pos:R:3
Ag 2.07861 -5.96416 -2.43951
Cl -0.00791 -2.16340 -0.69844
C -5.38751 -4.14256 -3.37143
C -4.91395 -4.28269 -4.80577
O -5.65360 -4.89556 -5.58469
N -3.74626 -3.73141 -5.24010
C -3.17676 -3.73881 -6.60426
H -4.70835 -3.49653 -2.81510
H -5.54003 -5.10415 -2.88136
H -6.34659 -3.62855 -3.43517
H -3.28457 -3.28237 -4.46208
H -3.85716 -4.36844 -7.17761
H -2.16893 -4.14962 -6.54417
H -3.10957 -2.73061 -7.01305
C 4.16352 -1.10939 8.76546
C 3.65426 -2.26445 7.96834
O 3.91364 -3.41380 8.31686
N 3.02655 -2.13238 6.83424
C 3.04111 -1.08272 5.88941
H 3.54967 -0.26811 8.44368
H 5.18625 -1.07958 8.38965
H 4.00321 -1.22354 9.83754
H 2.87029 -2.99833 6.33845
H 2.92819 -0.18571 6.49828
H 2.12360 -1.18505 5.30992
H 3.90947 -1.08197 5.23058
C -0.98086 4.02900 1.97210
C -2.45143 4.11318 1.78945
O -3.19904 4.98362 2.29073
N -3.14422 3.18476 1.00941
C -4.51742 3.15197 0.70892
H -0.66513 4.23549 2.99473
H -0.35071 4.61578 1.30375
H -0.48043 3.08206 1.76966
H -2.65517 2.32247 0.81607
H -4.96567 2.16040 0.77188
H -4.77842 3.52168 -0.28269
H -5.15149 3.76792 1.34664
C 4.70854 1.19381 -3.05334
C 4.10120 2.51524 -3.48801
O 4.85251 3.46323 -3.76341
N 2.76687 2.61631 -3.45241
C 1.95331 3.76932 -3.78833
H 5.71857 1.54443 -2.84117
H 4.88063 0.48830 -3.86620
H 4.23986 0.84481 -2.13321
H 2.29442 1.75407 -3.22123
H 2.53486 4.62999 -4.11865
H 1.45571 4.10562 -2.87871
H 1.28631 3.61043 -4.63566
```

Results
orbital gap	3.7	eV
charge	0
energy relative to the best compared isomer or geometry (same formula, charge and spin)	673.5	kJ/mol

Strongest force on any atom values, unit Eh/bohr, following the record order: 0.089; 0.072; 0.077; 0.024; 0.092.